[1]
Computed, not measured: a molecular structure, C21H32FeN4, with ωB97M-V/def2-TZVPD.

Summary:
- HOMO level (spin up / spin down): -18.84 / -19.39 eV
- LUMO level (spin up / spin down): -10.900 / -11.010 eV
- Energy relative to the best compared isomer or geometry (same formula, charge and spin): 0.000 eV
- Strongest force on any atom: 0.77 eV Å⁻¹
- Net charge: +3
- Multiplicity: 2
- Expectation value of S²: 0.78

Last column: Löwdin charge in e.
Positions of all 58 atoms, in Å:
C1 -2.154 -0.435 2.973  0.00
H1 -0.863 4.855 -2.477  0.11
C2 -1.632 0.538 1.955  -0.28
Fe1 -0.014 0.204 0.054  0.71
H2 3.695 -2.324 2.202  0.15
H3 -0.964 5.267 1.308  0.10
H4 0.247 -3.287 -0.383  0.14
C3 -0.175 2.392 1.354  0.00
H5 0.331 4.221 -0.495  0.14
H6 -2.476 4.991 0.427  0.10
H7 -2.602 2.007 -0.967  0.14
H8 -2.054 -1.409 -1.180  0.13
C4 -0.749 4.024 -0.491  -0.37
C5 -0.469 1.300 2.176  -0.01
H9 4.878 1.168 -0.019  0.15
C6 1.007 0.876 -2.667  -0.11
C7 0.982 -2.035 1.681  -0.05
H10 -0.200 -0.636 -3.693  0.16
C8 -0.985 2.742 0.265  -0.21
H11 1.189 -3.101 1.582  0.15
H12 0.672 3.018 1.614  0.15
H13 -3.194 0.165 0.514  0.15
N1 1.838 -0.143 0.472  0.08
H14 0.415 2.362 -1.419  0.07
H15 -1.377 -0.798 3.647  0.10
H16 2.180 2.730 -0.121  0.13
H17 -1.128 0.492 -2.699  0.13
H18 1.014 1.634 -3.450  0.15
C9 4.459 -0.602 1.148  0.04
H19 -2.887 0.085 3.597  0.13
C10 -0.633 -2.689 -0.142  -0.09
C11 -1.405 5.165 0.317  -0.01
H20 -0.995 -1.616 1.552  0.08
C12 -1.999 1.834 -0.084  0.01
C13 2.283 1.859 -0.771  -0.07
H21 0.840 -1.397 -1.636  0.16
H22 2.970 2.145 -1.569  0.16
H23 1.942 0.316 -2.744  0.14
H24 -2.363 4.117 -1.949  0.11
H25 -1.267 6.105 -0.215  0.11
N2 -0.231 -1.664 0.893  -0.06
N3 0.946 1.502 -1.311  -0.06
N4 -0.055 -0.908 -1.570  -0.09
C14 3.462 -1.461 1.591  0.05
H26 -2.695 -1.273 2.526  0.11
H27 -1.255 -2.567 -2.242  0.16
C15 -0.185 -0.052 -2.771  -0.11
H28 5.493 -0.785 1.411  0.15
C16 2.154 -1.203 1.233  -0.20
C17 -1.114 -1.930 -1.367  -0.11
H29 0.142 1.117 3.053  0.15
H30 -1.028 3.104 -2.488  0.07
C18 -1.277 4.013 -1.927  -0.04
H31 0.791 -1.857 2.741  0.15
C19 -2.325 0.767 0.757  -0.02
C20 2.796 0.697 0.034  -0.20
C21 4.121 0.489 0.353  0.05
H32 -1.388 -3.366 0.253  0.15

=====

[2]
Computed, not measured: 7 unconnected molecules or ions with the total composition C21H32N2O14, with ωB97M-V/def2-TZVPD.

Summary:
- HOMO level: -0.14 eV
- LUMO level: 2.293 eV
- Energy relative to the best compared isomer or geometry (same formula, charge and spin): 0.000 eV
- Strongest force on any atom: 3.42 eV Å⁻¹
- Net charge: -2

Last column: Löwdin charge in e.
Positions of all 69 atoms, in Å:
H1 1.410 -2.508 4.896  0.02
O1 2.000 2.245 0.064  0.12
H2 -1.586 -5.830 -2.326  0.12
H3 0.417 -1.375 -3.879  0.07
C1 1.999 3.458 0.163  -0.29
H4 2.045 -1.547 -4.362  0.08
O2 1.560 -1.709 -1.309  -0.23
H5 -2.534 -3.021 1.240  0.03
H6 2.824 -0.029 -1.056  0.11
H7 -0.916 -0.188 1.302  0.07
C2 -1.597 4.279 2.335  -0.05
C3 1.420 -2.176 3.858  -0.40
C4 1.319 -0.791 -4.062  -0.07
C5 2.376 -0.661 -1.823  -0.17
H8 -4.037 -3.517 2.045  0.06
O3 2.067 7.681 0.631  0.08
C6 -2.077 -4.951 -1.935  0.08
C7 -1.333 -3.809 -1.783  -0.25
C8 -2.966 -3.368 2.178  -0.05
H9 3.271 -1.024 -2.327  0.12
H10 0.301 -2.922 -1.871  0.06
C9 -1.934 -2.484 -1.451  -0.30
O4 2.530 3.881 -2.206  0.06
H11 -1.290 4.693 3.295  0.06
C10 2.359 4.424 -0.972  -0.19
H12 0.553 0.357 -2.426  0.15
C11 2.394 5.773 -0.821  0.06
H13 1.395 -3.006 0.215  0.10
H14 2.316 2.948 -2.135  0.04
H15 2.794 -3.187 -0.499  0.09
H16 3.063 1.122 -3.702  0.09
O5 1.538 6.065 2.729  0.11
H17 1.026 -0.315 -4.998  0.07
H18 2.635 6.475 -1.606  0.12
C12 -3.387 -2.494 -1.500  0.06
H19 -0.877 4.601 1.583  0.04
H20 1.622 3.597 2.311  0.15
H21 -2.603 4.602 2.064  0.06
H22 -2.389 -4.240 2.488  0.05
N1 2.145 1.323 -3.333  0.03
O6 -2.339 -1.024 2.648  -0.10
C13 2.015 6.476 0.436  -0.32
C14 -4.147 -3.582 -1.618  -0.25
O7 -1.434 -1.449 -1.017  0.13
O8 -2.397 -2.498 4.343  -0.12
H23 0.605 -0.315 1.931  0.04
H24 -5.674 -4.525 -1.582  0.09
C15 2.152 -2.352 -0.218  -0.09
H25 2.507 -2.224 3.921  0.00
C16 1.525 0.118 -2.858  -0.39
N2 0.046 0.103 1.201  0.29
H26 0.065 1.057 1.534  0.06
O9 -0.796 2.096 3.052  -0.08
C17 -3.562 -4.921 -1.986  -0.33
O10 -5.460 -3.617 -1.354  0.10
H27 2.521 -1.710 0.582  0.11
O11 -0.094 -3.753 -2.144  0.13
H28 1.525 7.017 2.606  0.10
H29 -3.866 -1.686 -0.967  0.15
O12 -4.256 -5.906 -2.070  0.08
C18 1.753 4.153 1.395  0.07
C19 -1.470 2.765 2.196  -0.74
C20 1.755 5.505 1.532  -0.24
H30 0.963 -2.969 3.266  0.03
O13 -2.165 2.254 1.247  -0.12
H31 1.617 1.763 -4.074  0.09
H32 0.447 -0.025 0.283  0.08
C21 -2.520 -2.210 3.110  -0.72
O14 0.824 -0.917 3.590  -0.40

=====

[3]
Computed, not measured: C21H32N4O4S in the gas phase, with ωB97M-V/def2-TZVPD.

Summary:
- HOMO level: -7.71 eV
- LUMO level: -0.213 eV
- Energy relative to the best compared isomer or geometry (same formula, charge and spin): 0.103 eV
- Strongest force on any atom: 1.15 eV Å⁻¹
- SMILES: CCCCN(C)CCNC(=O)c1c[nH]c2ccc(S(=O)(=O)N(CC)CC)cc2c1=O

Last column: Löwdin charge in e.
Positions of all 62 atoms, in Å:
C1 -1.960 -1.350 -2.251  0.01
H1 -1.952 2.203 2.127  0.06
H2 2.892 -2.820 -1.629  0.11
C2 -1.153 -0.561 0.258  -0.05
C3 -2.095 2.840 2.996  -0.06
C4 -1.035 -0.355 -2.189  -0.03
H3 0.691 1.387 -2.488  0.10
H4 3.584 -1.938 -3.993  0.12
H5 2.377 0.140 -2.116  0.09
H6 -3.357 -0.245 5.198  0.11
C5 -2.658 0.912 6.869  -0.07
H7 3.547 -1.454 0.336  0.07
C6 -1.284 -0.855 2.639  -0.24
H8 2.015 -0.588 0.268  0.06
H9 -3.162 2.922 3.192  0.07
O1 0.545 0.108 4.256  -0.27
H10 -3.180 -2.673 -1.270  0.16
H11 -2.251 1.898 7.079  0.07
C7 -2.643 -2.225 1.223  0.01
C8 2.930 -0.778 -2.309  -0.21
O2 0.220 1.064 -0.748  0.04
H12 -1.925 0.162 7.150  0.07
H13 1.206 -0.258 -5.643  0.11
H14 -1.707 3.830 2.771  0.08
N1 -2.495 -1.937 -1.163  0.11
C9 -2.107 -1.582 0.101  -0.17
H15 2.038 -2.303 0.679  0.07
H16 1.853 -1.582 -3.998  0.12
H17 -3.372 -3.011 1.086  0.12
N2 3.059 -0.098 -4.763  -0.23
C10 -0.522 0.144 -3.509  -0.46
C11 4.177 0.769 -4.489  -0.10
H18 -0.298 2.182 4.004  0.11
C12 -2.981 0.762 5.384  -0.25
H19 -2.289 -1.696 -3.222  0.14
H20 5.052 0.154 -4.281  0.09
H21 -2.617 -2.345 3.367  0.12
H22 4.025 1.451 -3.640  0.08
N3 0.444 1.068 -3.421  0.08
O3 -1.176 -1.402 5.196  -0.28
H23 2.259 1.008 -6.290  0.12
H24 0.400 2.034 -5.259  0.12
H25 0.004 0.548 1.680  0.13
N4 -1.823 0.937 4.540  -0.27
H26 4.381 1.369 -5.377  0.08
C13 2.499 -1.538 0.057  -0.10
H27 -3.558 0.772 7.462  0.08
C14 -2.234 -1.858 2.484  -0.04
C15 2.367 -1.884 -1.422  -0.26
H28 1.806 2.386 -4.227  0.12
H29 -3.744 1.483 5.078  0.12
C16 -1.366 2.265 4.209  -0.25
C17 1.914 0.526 -5.369  -0.19
C18 2.838 -1.155 -3.797  -0.20
C19 -0.577 0.139 -0.902  -0.32
H30 1.312 -2.038 -1.667  0.10
O4 -0.965 -0.300 -4.558  0.04
S1 -0.813 -0.348 4.295  0.67
C20 -0.747 -0.216 1.551  0.01
C21 1.134 1.600 -4.571  -0.14
H31 3.973 -0.600 -2.041  0.11
H32 -1.498 2.929 5.070  0.12

=====

[4]
Computed, not measured: a molecular structure, C21H33As3BeBr, with ωB97M-V/def2-TZVPD.

Summary:
- HOMO level: -10.71 eV
- LUMO level: -2.441 eV
- Energy relative to the best compared isomer or geometry (same formula, charge and spin): 0.000 eV
- Strongest force on any atom: 2.65 eV Å⁻¹
- Net charge: +1

Last column: Löwdin charge in e.
Positions of all 59 atoms, in Å:
H1 2.447 0.347 2.922  0.02
C1 0.560 -0.548 -2.862  -0.06
H2 1.843 -1.275 2.462  0.02
As1 2.577 -4.404 -1.946  1.15
As2 1.512 0.483 0.519  1.18
C2 3.727 -3.805 -0.351  -0.32
H3 -0.766 -2.712 -1.590  0.08
C3 -1.320 2.480 0.400  -0.26
C4 1.069 -5.290 -0.959  -0.34
H4 -3.043 5.321 4.576  0.12
C5 -2.579 4.992 -0.038  -0.03
H5 -1.131 2.366 -1.699  0.08
Br1 -0.879 1.025 3.123  0.97
C6 -2.651 -0.767 -1.588  -0.24
H6 2.594 -1.575 -0.284  0.03
C7 2.097 -0.824 -0.884  -0.30
C8 2.869 1.929 0.350  -0.25
C9 -1.762 3.264 1.506  -0.20
H7 -2.528 0.196 -2.097  0.02
H8 1.335 -0.287 -3.581  0.09
H9 -3.658 -0.856 -1.134  0.04
H10 0.208 0.400 -2.405  0.07
C10 1.083 -1.520 -1.762  -0.67
C11 -2.917 5.242 2.426  -0.02
C12 1.755 -2.677 -2.602  -0.38
H11 2.576 -2.230 -3.206  0.07
H12 0.232 -5.290 -1.655  0.01
H13 -2.416 4.477 -2.118  0.11
H14 2.879 -0.288 -1.466  0.11
C13 -2.187 4.177 -1.088  -0.06
H15 3.131 -3.647 0.542  0.00
H16 -1.831 -2.349 1.949  0.02
H17 -2.524 -3.033 0.475  0.04
H18 -0.259 -0.992 -3.422  0.08
C14 2.365 -0.392 2.129  -0.26
H19 4.397 -4.636 -0.164  0.01
H20 -2.050 3.127 4.922  0.12
H21 0.876 -4.776 -0.034  -0.01
H22 1.414 -6.302 -0.748  0.01
H23 -3.485 6.162 2.282  0.12
H24 2.759 2.615 1.188  0.04
C15 -1.496 2.957 -0.863  -0.11
H25 3.856 1.513 0.365  0.03
C16 -2.770 4.736 3.691  -0.08
As3 -1.343 -0.841 -0.086  1.18
C17 -1.631 2.773 2.829  -0.52
H26 -3.343 -1.634 1.296  0.04
C18 -2.422 4.558 1.287  -0.15
C19 -2.383 -2.102 1.039  -0.26
H27 -2.993 5.982 -0.259  0.12
H28 0.956 -3.007 -3.306  0.07
H29 4.282 -2.954 -0.712  0.00
H30 0.285 -2.729 -0.130  0.07
H31 -2.504 -1.596 -2.272  0.03
H32 3.378 -0.661 1.831  0.03
C20 -2.143 3.508 3.892  -0.11
C21 -0.085 -2.113 -0.967  -0.32
H33 2.688 2.469 -0.578  0.03
Be1 -0.648 1.012 0.854  -0.32

=====

- The lowest strongest force on any atom belongs to which entry?
  C21H32FeN4